{"formula": "C38H21BrCl2F4N5O6PSn", "method": "ωB97M-V with the def2-TZVPD basis set", "e_above_lowest_kj_mol": 83.45, "energy_ha": -6635.42610, "homo_energy_ev": -6.81, "homo_lumo_gap_ev": 5.16, "lumo_energy_ev": -1.6, "species": ["C", "O", "C", "C", "C", "C", "Cl", "C", "C", "H", "H", "Cl", "N", "H", "C", "C", "C", "N", "H", "N", "H", "N", "O", "H", "C", "P", "F", "H", "H", "C", "C", "C", "C", "C", "C", "O", "C", "C", "C", "H", "H", "N", "C", "C", "C", "H", "C", "H", "O", "C", "C", "F", "C", "F", "C", "H", "H", "C", "Br", "C", "C", "H", "C", "H", "H", "C", "H", "C", "O", "Sn", "F", "O", "C", "C", "H", "C", "C", "H", "H"], "positions_angstrom": [[4.740, -0.547, -2.773], [-0.392, 2.928, 1.981], [0.364, -4.796, 1.567], [-4.130, 4.129, 1.924], [-3.835, 2.803, -0.096], [4.294, -1.820, -2.473], [-1.396, 2.463, -7.296], [-0.963, 2.702, -4.628], [-0.306, 0.658, -3.244], [1.188, -3.292, 2.805], [-3.814, -1.733, 3.459], [0.569, -1.586, -4.336], [-4.396, 2.264, -1.212], [-3.089, -0.642, 5.596], [-4.645, 3.672, 0.707], [3.054, -0.994, -0.584], [4.357, 0.513, -1.934], [-1.697, 0.448, 2.099], [-4.494, -2.331, 0.214], [-0.699, 2.823, -2.209], [-0.650, -6.118, 0.112], [-7.157, 3.860, 0.157], [-4.259, -1.900, 1.109], [-1.319, 4.591, -1.334], [0.913, -3.552, 1.775], [2.115, -1.169, 0.938], [5.232, -0.605, 5.034], [3.115, -3.085, -1.184], [-3.911, 1.460, -1.636], [3.704, -1.056, 3.202], [-3.135, -1.118, 0.879], [4.794, -1.358, 4.002], [0.044, -4.296, -0.766], [-0.794, 1.901, -5.779], [5.182, -3.289, 2.630], [-0.360, 0.094, -2.134], [-2.591, -0.549, 2.165], [3.349, -1.813, 2.074], [-0.114, -5.196, 0.308], [3.324, 1.143, -0.155], [0.190, -5.494, 2.402], [-3.540, 4.491, 2.863], [4.055, -2.999, 1.856], [0.045, 0.017, -4.511], [5.600, -2.430, 3.640], [-1.664, 4.478, -5.665], [0.562, -2.983, -0.556], [-2.167, 3.978, 3.673], [-2.630, 2.544, 0.160], [-1.172, 4.052, -2.276], [-1.521, 4.692, -3.479], [3.747, -3.944, 0.907], [1.075, -2.686, 0.708], [5.921, -4.400, 2.349], [-0.661, 2.119, -3.346], [4.726, 1.491, -2.206], [0.609, -2.255, -1.388], [3.563, 0.305, -0.827], [2.714, 0.448, 3.848], [-2.695, -0.305, 4.641], [-1.458, 1.181, 3.233], [-5.385, 2.377, -1.378], [-3.086, -0.943, 3.438], [5.273, -0.361, -3.677], [-1.491, 1.304, 5.364], [-0.201, 0.614, -5.760], [4.579, -2.628, -3.144], [-6.025, 3.800, 0.508], [-1.391, 3.430, 4.027], [-0.668, 1.420, 0.027], [6.703, -2.755, 4.259], [-2.665, -0.859, -0.214], [-1.011, 2.602, 3.009], [3.457, -2.078, -1.389], [0.055, 0.176, -6.703], [-1.856, 0.777, 4.502], [-1.468, 4.002, -4.712], [-1.953, 5.700, -3.373], [-0.360, -4.490, -1.772]], "mulliken_charge": [-0.654, -0.742, -0.633, 0.426, 0.443, -0.763, -0.288, 0.333, 0.022, 0.504, 0.565, -0.207, -0.344, 0.469, -0.117, 1.014, -0.526, 0.506, 0.422, -0.124, 0.430, -0.578, -0.498, 0.472, -0.553, 0.068, -0.308, 0.353, 0.228, -0.323, 0.334, 0.226, -0.684, 0.892, 0.360, -0.238, 0.040, 0.006, -0.692, 0.323, 0.381, -0.781, 0.248, 0.025, 0.568, 0.410, -0.508, 0.559, -0.478, -0.358, -0.813, -0.410, 1.105, -0.298, 0.081, 0.427, 0.293, -0.782, -0.120, -0.696, 0.243, 0.233, -0.430, 0.434, 0.559, -0.729, 0.370, -0.200, -0.465, 1.942, -0.284, -0.395, 0.279, -0.119, 0.478, -0.755, -0.931, 0.341, 0.408]}

---

{"formula": "C22H19BrIN3O2RuS2", "method": "ωB97M-V with the def2-TZVPD basis set", "e_above_lowest_kj_mol": 0.00, "multiplicity": 2, "energy_ha": -4927.30284, "homo_energy_ev": [-10.89, -10.87], "homo_lumo_gap_ev": [7.18, 6.56], "lumo_energy_ev": [-3.7, -4.3], "total_charge": 1, "species": ["H", "H", "N", "C", "C", "H", "C", "H", "S", "H", "C", "H", "C", "H", "H", "I", "H", "C", "C", "H", "O", "C", "C", "C", "N", "N", "C", "C", "C", "H", "C", "H", "H", "Ru", "H", "C", "C", "C", "C", "C", "H", "S", "C", "H", "C", "H", "C", "Br", "O", "H", "H"], "positions_angstrom": [[2.271, 1.765, -3.310], [-0.075, 4.810, 1.473], [-1.771, 0.019, -1.600], [0.327, -2.834, 4.703], [-3.628, 0.744, -2.896], [0.235, 5.381, -0.659], [0.676, 4.584, -1.239], [2.910, -2.336, 3.112], [1.451, -0.585, 1.251], [-4.426, 1.458, -3.036], [-0.448, -1.887, -2.152], [4.524, -2.961, 2.715], [0.593, -4.107, 4.221], [-1.562, 4.783, 0.534], [-2.209, -2.022, -4.230], [-2.114, -1.000, 1.668], [1.218, -4.784, 4.788], [-2.774, 0.868, -1.814], [-0.760, -3.674, 2.283], [0.743, -2.505, 5.646], [-0.657, 1.883, 0.773], [1.010, 2.205, -1.645], [-0.473, -1.972, 3.970], [-2.391, -1.193, -3.560], [1.278, -2.408, -0.759], [0.225, -1.610, -1.095], [0.051, -4.528, 3.018], [-0.890, 4.170, 1.135], [-0.367, 3.013, 0.331], [1.623, 5.943, -2.578], [0.429, 3.245, -0.858], [4.088, -1.308, 2.244], [-4.083, -0.431, -4.634], [-0.233, 0.054, -0.114], [-2.883, 1.669, -1.094], [-1.569, -1.007, -2.460], [2.042, 3.881, -3.064], [1.826, 2.568, -2.739], [3.712, -2.319, 2.378], [1.888, -2.005, 0.317], [-0.186, -2.737, -2.769], [3.183, -3.042, 0.815], [1.456, 4.908, -2.314], [-1.427, 3.783, 1.996], [-3.432, -0.306, -3.780], [-0.669, -0.970, 4.328], [-1.009, -2.394, 2.763], [-1.504, -4.321, 0.676], [0.863, 0.910, -1.471], [2.672, 4.124, -3.910], [0.247, -5.523, 2.643]], "mulliken_charge": [0.472, 0.457, 0.330, -0.590, -0.855, 0.393, -0.924, 0.154, -0.296, 0.425, -0.987, 0.370, -0.624, 0.409, 0.478, 0.313, 0.417, -0.373, 0.114, 0.416, -0.447, 0.618, -0.388, -0.976, -1.544, 1.424, -0.393, -1.829, 1.462, 0.406, 0.428, 0.329, 0.440, 0.372, 0.535, 1.196, -0.374, -0.776, -0.703, 0.596, 0.406, 0.022, -0.949, 0.328, -0.265, 0.414, 0.218, -0.101, -0.403, 0.417, 0.438]}

---

{"formula": "C7H11N2O2", "method": "ωB97M-V with the def2-TZVPD basis set", "e_above_lowest_kj_mol": 243.13, "smiles": "C[C@H]1N=NC(C)(C)[C@@H]1C(=O)[O-]", "energy_ha": -533.32237, "homo_energy_ev": -4.39, "homo_lumo_gap_ev": 8.16, "lumo_energy_ev": 3.8, "total_charge": -1, "species": ["H", "C", "H", "H", "O", "H", "H", "H", "H", "H", "C", "C", "H", "C", "N", "C", "N", "H", "C", "O", "H", "C"], "positions_angstrom": [[0.450, -1.662, -1.381], [0.512, -0.231, 0.165], [-0.296, 2.488, 1.216], [0.649, -3.126, 0.578], [2.592, 0.886, 0.501], [-2.014, 2.143, 1.068], [-0.764, -2.519, 1.465], [-0.896, 1.090, 1.957], [-0.959, -3.423, 0.016], [0.279, 2.833, -0.750], [-0.338, -2.723, 0.543], [-0.950, 1.709, 1.077], [0.424, -0.315, 1.223], [-0.137, -1.428, -0.464], [-1.347, -1.040, -0.892], [0.053, 1.929, -1.319], [-1.617, 0.155, -0.729], [0.972, 1.452, -1.723], [-0.450, 0.923, -0.230], [2.536, -1.208, -0.361], [-0.738, 2.246, -2.028], [2.040, -0.178, 0.070]], "mulliken_charge": [0.340, -0.254, 0.425, 0.370, -0.777, 0.295, 0.369, 0.372, 0.418, 0.281, -1.455, -1.602, 0.088, 0.544, -0.572, -1.475, -0.497, 0.374, 1.766, -0.726, 0.403, 0.312]}

---

{"formula": "C6H18NO", "method": "ωB97M-V with the def2-TZVPD basis set", "e_above_lowest_kj_mol": 90.10, "multiplicity": 2, "energy_ha": -368.59402, "homo_energy_ev": [-18.20, -18.20], "homo_lumo_gap_ev": [11.46, 4.25], "lumo_energy_ev": [-6.7, -14.0], "total_charge": 2, "species": ["N", "H", "H", "H", "H", "C", "C", "H", "H", "H", "H", "H", "H", "H", "H", "H", "C", "H", "C", "H", "O", "C", "H", "H", "C", "H"], "positions_angstrom": [[0.932, 0.835, 1.663], [-2.735, 1.535, 0.216], [-0.767, -1.958, -0.804], [-4.078, 0.791, -0.485], [-2.842, 1.368, -1.597], [-0.041, -0.061, -0.392], [-2.946, 0.839, -0.650], [-2.513, -0.996, 0.551], [1.016, 0.594, 2.680], [-0.568, 0.962, -0.226], [2.853, -1.143, 1.118], [0.793, 0.053, -1.100], [1.852, -1.346, -0.426], [-1.034, -0.762, -2.202], [1.843, 1.222, 1.320], [-0.178, -1.059, 1.439], [-2.474, -0.594, -0.456], [3.774, 1.688, -1.619], [1.851, -1.378, 0.671], [0.261, 1.562, 1.449], [3.305, 1.384, -0.834], [-1.143, -0.939, -1.057], [3.810, 1.538, -0.032], [-3.260, -1.216, -1.007], [0.659, -0.467, 0.972], [1.632, -2.451, 0.806]], "mulliken_charge": [-0.138, 0.430, 0.331, 0.373, 0.368, -1.155, -1.001, 0.351, 0.433, 0.298, 0.311, 0.542, 0.388, 0.380, 0.318, 0.352, -0.198, 0.299, -1.148, 0.357, -0.586, -0.598, 0.308, 0.370, 0.262, 0.352]}

---

{"formula": "C3H3NO3P", "method": "ωB97M-V with the def2-TZVPD basis set", "e_above_lowest_kj_mol": 418.72, "energy_ha": -737.87343, "homo_energy_ev": -4.33, "homo_lumo_gap_ev": 6.93, "lumo_energy_ev": 2.6, "total_charge": -1, "species": ["C", "O", "P", "C", "C", "O", "H", "H", "N", "O", "H"], "positions_angstrom": [[-0.815, -0.119, -0.117], [0.215, 1.606, 1.651], [-0.976, 0.778, 1.534], [-1.792, 0.790, -0.766], [1.564, -1.108, -0.084], [-2.421, 0.832, -1.778], [2.366, -0.202, 0.022], [1.180, -1.586, 0.805], [0.588, -0.707, -1.060], [-2.022, 1.635, 0.276], [2.112, -1.919, -0.482]], "mulliken_charge": [0.157, -0.512, 0.001, 0.470, -0.663, -0.604, 0.192, 0.273, -0.358, -0.327, 0.371]}